Computed, not measured: a 2-piece molecular cluster, C34H34BrF4INO4S overall, with wB97M-V/def2-TZVPD.

Its HOMO-LUMO gap is 5.801 eV. The net charge is -1.

XYZ file:
```
80
Properties=species:S:1:pos:R:3:forces:R:3:lowdin_charge:R:1
C 1.402298 -5.715387 0.318134 0.33 -0.11 0.71 0.117
C 1.352916 -4.563694 0.004746 -0.50 -0.07 -0.31 -0.140
C 1.097264 -3.175368 -0.318466 0.10 -0.14 0.21 -0.166
C 0.838403 -2.367501 0.931049 0.11 0.46 -0.22 -0.190
C 0.408372 -2.928616 2.116511 0.11 -0.59 -0.26 0.011
C 0.186886 -2.164997 3.242720 -0.05 0.01 -0.10 -0.279
C -0.237522 -2.836182 4.515522 0.19 0.47 0.08 -0.663
Br -2.157140 -3.255344 4.446762 0.00 -0.06 -0.05 0.689
C 0.050901 -2.065960 5.789899 0.23 -0.50 0.70 -0.311
C 1.566015 -2.049794 6.112486 -0.66 0.22 -0.34 -0.075
C 0.366670 -0.799230 3.170062 -0.19 0.18 0.51 0.042
C 0.760295 -0.192187 1.991534 -0.16 -0.11 0.75 -0.173
C 1.008450 -0.986856 0.893713 0.19 0.66 -0.71 -0.365
S 1.581092 -0.192670 -0.593236 0.04 -0.02 0.01 0.990
C 0.655397 1.317614 -0.490713 0.52 -1.07 -0.15 -0.484
C 0.429579 1.853396 0.767922 -0.16 0.13 0.11 -0.180
C -0.293300 3.018878 0.848255 -0.19 0.37 0.47 0.050
C -0.782036 3.643046 -0.277958 0.16 0.21 -0.28 -0.181
C -1.571573 4.902141 -0.097021 -0.01 0.35 0.41 -0.051
C -3.045451 4.637361 -0.084877 0.27 -0.73 -0.33 -0.476
O -3.564376 3.587682 -0.209295 -0.36 -0.33 -0.04 0.195
F -3.790609 5.729751 0.104633 -0.12 0.79 0.12 0.108
C -0.545050 3.122529 -1.537411 -0.13 -0.24 -0.92 -0.242
C -1.056669 3.790730 -2.786400 0.23 0.30 0.08 -0.139
C 0.017922 4.446971 -3.628010 0.07 -0.06 -0.03 -0.257
C -0.268034 4.781635 -4.938556 -0.38 0.03 -0.30 -0.060
C 0.670459 5.401389 -5.734622 0.10 0.14 -0.18 -0.079
C 1.925663 5.703788 -5.232145 -0.30 -0.09 -0.09 -0.057
C 2.238644 5.356467 -3.929418 0.55 0.40 -0.05 -0.272
C 3.603941 5.688850 -3.386649 0.08 -0.19 -0.47 -0.049
C 1.285483 4.734421 -3.150106 -0.32 -0.21 0.59 -0.015
C 0.180290 1.934766 -1.643895 0.03 -0.01 0.50 -0.610
I 0.583353 1.037322 -3.493685 -0.11 0.13 0.09 1.028
N 0.946333 1.223633 1.936313 -0.13 -0.07 -0.58 -0.018
O 0.418966 1.836097 3.077223 0.35 -0.19 -0.04 -0.138
C 1.415375 2.587396 3.774688 -0.17 0.19 0.44 -0.224
C 1.360033 2.214578 5.243119 -0.12 -0.15 0.06 -0.068
H 1.489826 -6.621435 0.857289 -0.02 -0.42 -0.31 0.024
H 0.225110 -3.122608 -0.974163 -0.04 -0.22 -0.28 0.122
H 1.956249 -2.799203 -0.868809 0.01 0.26 -0.09 0.098
H 0.254382 -3.998514 2.133712 0.01 -0.10 0.09 0.121
H 0.285875 -3.783182 4.586246 -0.24 -0.33 -0.05 0.098
H -0.439332 -2.603743 6.597952 -0.20 0.00 0.05 0.084
H -0.387380 -1.074369 5.800867 -0.07 0.15 -0.22 0.092
H 2.101082 -2.462734 5.262740 0.37 0.00 0.03 0.076
H 1.910467 -1.036702 6.291098 0.19 0.11 -0.02 0.053
H 1.764099 -2.637410 7.002302 0.17 -0.13 0.03 0.067
H 0.185408 -0.213011 4.051217 0.00 0.26 0.00 0.100
H -0.504253 3.477137 1.800432 0.05 -0.13 0.19 0.121
H -1.349322 5.343525 0.875372 0.09 0.09 0.07 0.133
H -1.326304 5.666549 -0.829655 -0.10 0.12 -0.10 0.131
H -1.590141 3.081379 -3.414481 -0.08 -0.17 0.03 0.101
H -1.770773 4.571549 -2.536091 -0.20 -0.04 0.05 0.112
H -1.240670 4.557642 -5.358886 -0.07 -0.08 0.05 0.116
H 0.416892 5.644710 -6.756161 0.02 0.05 -0.10 0.101
H 2.651464 6.206479 -5.851575 0.16 0.02 -0.10 0.105
H 3.616754 6.641007 -2.861729 -0.06 -0.02 0.28 0.079
H 3.991060 4.887147 -2.764576 -0.04 0.06 0.31 0.078
H 4.297837 5.789069 -4.218586 0.11 0.05 -0.07 0.070
H 1.523380 4.449173 -2.131859 0.13 0.01 0.04 0.125
H 2.397888 2.408192 3.351571 0.03 -0.04 -0.21 0.126
H 1.157008 3.644110 3.670961 0.11 0.10 -0.15 0.110
H 1.909381 1.303576 5.469636 0.07 -0.09 -0.10 0.061
H 1.747548 3.011335 5.872652 0.08 0.11 0.02 0.073
H 0.320159 2.044099 5.514472 -0.11 0.07 0.11 0.080
C -4.083387 -6.141269 -2.280433 -0.01 0.17 -0.14 -0.091
C -2.979908 -5.804763 -1.281791 -0.06 0.03 0.40 -0.299
O -1.773755 -6.503276 -1.456534 -0.22 -0.58 -0.49 -0.124
C -0.818306 -6.004590 -2.462179 0.35 0.70 0.44 -0.526
O -0.578376 -4.732299 -2.387303 -0.04 0.12 -0.22 -0.153
C -1.219131 -6.438967 -3.905157 -0.29 -0.32 0.25 -0.547
F -1.765951 -7.689806 -3.954991 0.02 0.06 -0.09 0.085
F -0.120486 -6.499257 -4.691794 0.10 0.04 -0.02 0.100
F -2.084417 -5.626425 -4.539052 0.02 0.05 -0.02 0.105
H -4.108067 -7.212660 -2.482760 -0.01 -0.03 0.06 0.070
H -5.055115 -5.831914 -1.882201 0.03 -0.04 0.06 0.062
H -3.944820 -5.621371 -3.225107 0.03 -0.04 -0.04 0.055
H -3.332936 -6.107611 -0.288969 0.06 0.02 0.03 0.103
H -2.807238 -4.724224 -1.233356 0.09 0.00 -0.19 0.107
H 0.038958 -6.691991 -2.253150 -0.01 0.00 0.09 0.131
```
Forces are in eV/Å.

Computed, not measured: one molecule with the formula C25H33N5OS, with wB97M-V/def2-TZVPD.

Its HOMO-LUMO gap is 7.501 eV. The relative energy (zero: lowest compared OMol25 entry of this formula, charge and spin) comes out at 2.9 kcal/mol. Its SMILES is CCN(CC)CCCNC(=S)N(Cc1cccnc1)Cc1cc2cc(C)ccc2[nH]c1=O.

XYZ file:
```
65
Properties=species:S:1:pos:R:3:forces:R:3:nbo_charge:R:1
C -3.372535 -2.415570 -0.147340 -0.06 0.16 -0.28 -0.647
C -3.968498 -1.611697 -1.311931 -0.08 -0.02 0.14 -0.205
N -3.582944 -1.973262 -2.659136 -0.02 -0.03 -0.10 -0.458
C -4.027493 -3.268865 -3.133527 -0.21 0.11 0.00 -0.210
C -5.549152 -3.366785 -3.213042 0.30 -0.06 0.03 -0.615
C -2.239214 -1.624326 -3.062044 0.10 -0.16 0.01 -0.205
C -1.122373 -2.640891 -2.757597 -0.05 0.35 -0.02 -0.435
C 0.250869 -2.011738 -2.954290 -0.07 -0.32 -0.32 -0.212
N 0.452192 -0.986202 -1.957184 -0.04 0.09 0.32 -0.635
C 1.431251 -0.074180 -2.050561 -0.06 -0.01 -0.17 0.326
S 2.466930 -0.040028 -3.351982 0.45 -0.10 -0.66 -0.311
N 1.520083 0.854763 -1.056071 -0.17 -0.11 0.12 -0.438
C 2.673237 1.723797 -0.947277 0.29 0.03 -0.04 -0.249
C 2.337647 3.154744 -1.256919 -0.02 0.14 0.02 -0.077
C 1.750472 3.499043 -2.471289 0.01 0.11 0.08 -0.167
C 1.438910 4.824917 -2.714282 0.04 -0.08 0.08 -0.248
C 1.720397 5.760256 -1.728482 -0.09 0.08 -0.20 0.029
N 2.281769 5.447237 -0.573491 0.07 0.47 0.31 -0.418
C 2.582157 4.180080 -0.350967 0.02 -0.40 -0.13 0.021
C 0.449982 1.115494 -0.109402 -0.11 -0.13 0.16 -0.240
C 0.761908 0.564256 1.257373 0.10 0.48 0.08 -0.121
C 1.358728 1.315639 2.213193 -0.30 -0.30 -0.35 -0.129
C 1.704631 0.782671 3.489556 -0.01 -0.47 0.33 -0.048
C 2.331963 1.537000 4.489431 -0.05 -0.27 0.08 -0.178
C 2.647519 0.981642 5.710208 0.00 0.09 -0.09 -0.037
C 3.315072 1.780460 6.785796 0.00 -0.02 0.05 -0.625
C 2.328961 -0.363468 5.941214 -0.08 0.03 -0.22 -0.174
C 1.711935 -1.129322 4.980585 0.00 -0.01 0.00 -0.227
C 1.392698 -0.565328 3.744202 0.31 0.70 0.25 0.167
N 0.772764 -1.291117 2.762899 -0.15 -0.38 -0.08 -0.544
C 0.428460 -0.827715 1.521990 0.09 -0.06 0.30 0.641
O -0.139694 -1.576530 0.731963 -0.11 -0.13 -0.16 -0.668
H -2.315379 -2.205145 -0.012115 0.07 -0.04 0.05 0.222
H -3.889148 -2.146184 0.771765 -0.03 0.00 0.13 0.207
H -3.503655 -3.483019 -0.308267 0.00 -0.16 0.04 0.199
H -5.057986 -1.686060 -1.263031 0.02 0.11 0.06 0.189
H -3.712395 -0.555710 -1.178767 -0.10 -0.01 0.01 0.188
H -3.622628 -3.385155 -4.142553 0.05 -0.07 0.04 0.193
H -3.643691 -4.104359 -2.524235 0.05 0.00 -0.11 0.161
H -5.949982 -2.488177 -3.711284 -0.07 0.09 -0.05 0.212
H -5.996350 -3.444901 -2.225694 -0.11 -0.01 0.08 0.199
H -5.828141 -4.250924 -3.781190 -0.09 -0.10 -0.01 0.209
H -1.990482 -0.675138 -2.582078 0.01 0.04 -0.07 0.197
H -2.254907 -1.451559 -4.145792 0.13 0.06 0.03 0.188
H -1.202945 -2.991723 -1.728712 -0.06 -0.14 0.06 0.205
H -1.214717 -3.504209 -3.417626 0.02 -0.06 0.05 0.210
H 1.035208 -2.777677 -2.879520 -0.05 0.16 -0.10 0.199
H 0.332198 -1.550290 -3.942784 0.03 -0.12 0.10 0.221
H 0.093967 -1.221894 -1.031444 0.04 0.18 0.02 0.436
H 3.089903 1.641071 0.063947 -0.01 0.04 -0.06 0.195
H 3.412967 1.359462 -1.668215 -0.10 0.04 0.27 0.273
H 1.556123 2.733587 -3.208087 -0.03 -0.12 -0.07 0.243
H 0.988559 5.127313 -3.646917 -0.04 0.05 -0.07 0.221
H 1.489112 6.808482 -1.865095 -0.06 0.07 -0.10 0.191
H 3.052413 3.974871 0.604256 0.05 -0.15 0.09 0.181
H 0.324511 2.202270 -0.039561 -0.05 -0.13 0.01 0.219
H -0.479016 0.682766 -0.485657 0.07 0.11 0.01 0.236
H 1.576049 2.357756 2.022247 0.01 0.14 -0.08 0.219
H 2.566328 2.571535 4.285314 0.04 0.14 -0.01 0.212
H 2.679594 1.828919 7.669127 0.01 0.07 0.09 0.221
H 4.253782 1.312235 7.078181 0.08 0.04 0.06 0.221
H 3.520325 2.792980 6.449690 0.04 0.08 0.03 0.218
H 2.575044 -0.803041 6.896412 0.02 -0.07 0.10 0.217
H 1.471527 -2.164740 5.172481 -0.02 -0.12 0.03 0.214
H 0.535181 -2.258317 2.953609 0.00 0.16 -0.14 0.419
```
Forces are in eV/Å.

Listing lowest unoccupied orbital energy for the structures above in their given order: 1.90, -0.27 eV.
Listing DFT total energy for the structures above in their given order: -5341.04169, -1719.69762 Eh.
Listing largest force on an atom for the structures above in their given order: 1.2, 0.8 eV/A.